# 1
Below is a cluster of 9 separate species, BH20O8 in total at a distorted geometry, with properties calculated with ωB97M-V/def2-TZVPD.

Each line ends with the Löwdin charge.
Cartesian coordinates (Å):
B: -0.37617 -1.48552 0.51117  -0.4102
H: 0.46083 -2.25652 0.12217  -0.0534
H: -1.46517 -1.88852 0.16617  -0.0515
H: -0.31917 -1.41352 1.76817  -0.0170
H: -0.23617 -0.39152 0.03117  -0.0375
O: -0.06217 -0.95852 -2.71983  -0.0655
H: -0.57617 -1.12952 -1.94383  -0.0374
H: 0.39283 -1.77052 -2.94983  -0.0197
O: -1.30417 2.29448 0.89517  -0.0308
H: -1.74817 1.45248 0.85717  0.0238
H: -1.59817 2.69548 1.70617  0.0547
O: -3.70117 0.36548 0.04517  -0.0056
H: -3.40617 0.71048 -0.74683  0.0029
H: -3.24417 -0.44352 0.05717  -0.0122
O: 1.70883 -3.00952 -2.46483  -0.0511
H: 0.88183 -3.16352 -2.03983  0.0110
H: 2.39183 -2.82552 -1.81283  0.0514
O: 1.39683 2.13448 0.34717  -0.0895
H: 1.68683 1.21548 0.33617  0.0035
H: 0.46483 2.12048 0.63017  -0.0234
O: -0.20017 2.66748 -1.90583  -0.0796
H: -0.08117 2.33048 -1.02583  -0.0438
H: 0.45183 3.38948 -1.95883  0.0362
O: 0.69383 0.95048 3.11417  -0.0439
H: 0.67583 0.23648 2.53517  -0.0691
H: -0.20417 1.00748 3.46317  0.0355
O: 2.45783 -0.55352 1.12417  -0.0423
H: 1.72283 -1.16952 1.01317  -0.0394
H: 3.13583 -1.11152 0.84517  0.0041

The net charge is -1. The calculation puts the energy above the lowest of the compared OMol25 structures with the same formula, charge and spin at 19.9 kcal per mole. The value obtained for the total energy is -638.765420 Ha. Its max |F| is 3.27 eV Å⁻¹.

=====

# 2
Below is the molecule C4H8O at a distorted geometry, with properties calculated with ωB97M-V/def2-TZVPD.

Each line ends with the Löwdin charge.
Cartesian coordinates (Å):
C: 0.58279 1.40847 0.17727  -0.0151
C: 0.38110 -0.08302 0.02043  -0.7838
C: -0.75872 -0.44278 -0.98261  -0.0489
C: -0.01777 -0.94887 1.13806  0.1738
O: 1.40173 -0.92569 -0.22982  -0.0143
H: -0.36352 1.86896 0.48797  0.0875
H: 1.34999 1.63981 0.91998  0.0850
H: 0.88173 1.83460 -0.78527  0.0852
H: -1.72109 -0.03666 -0.66018  0.0847
H: -0.84417 -1.53555 -1.08525  0.0909
H: -0.45473 -0.03969 -1.94489  0.0840
H: 0.64967 -1.54285 1.73458  0.0811
H: -1.08701 -1.19673 1.20974  0.0899

The calculation puts the energy above the lowest of the compared OMol25 structures with the same formula, charge and spin at 88.9 kcal per mole. The value obtained for the total energy is -232.304034 Ha. Its max |F| is 1.09 eV Å⁻¹.

=====

# 3
Below is a cluster of 3 separate species, C28H20BCl2F15IN2O5 in total at a distorted geometry, with properties calculated with ωB97M-V/def2-TZVPD.

Each line ends with the Löwdin charge.
Cartesian coordinates (Å):
C: 4.89991 -3.39171 0.01981  -0.0657
C: 4.00637 -2.28954 0.80770  -0.2181
O: 2.77412 -2.88964 1.30915  -0.0232
B: 1.85341 -1.82472 1.68964  -0.4715
O: 2.14608 -1.03289 2.85350  0.1188
C: 0.52254 -1.66379 0.76437  0.1003
C: -0.62934 -2.66416 0.98583  -0.0476
C: -0.54745 -3.79706 2.09997  -0.5639
Cl: -0.12444 -5.53656 1.77046  0.6437
C: -0.78793 -3.39703 3.46916  -0.5655
C: -1.15269 -1.88943 3.89604  -0.0871
Cl: -0.69499 -4.61743 4.84247  0.6083
N: -1.66886 -2.30535 -0.00088  0.0961
C: -2.95478 -3.00667 -0.20656  -0.2656
F: -3.94730 -1.96943 -0.38924  0.0458
F: -3.39424 -3.76303 0.90831  0.1324
C: -3.03407 -3.92906 -1.52145  -0.1895
F: -4.22737 -4.72634 -1.37304  0.0950
F: -3.21146 -3.19173 -2.72059  0.0579
C: -1.82970 -4.97514 -1.70220  -0.2893
F: -0.54075 -4.39627 -1.76237  0.1030
F: -2.03823 -5.60326 -2.97973  0.0942
F: -1.93309 -6.04152 -0.75347  0.0765
C: -1.13685 -1.15809 -0.75214  -0.4366
I: -2.06175 -0.05429 -2.41219  1.0622
N: 0.17548 -0.73810 -0.32068  0.0561
C: 1.06479 0.34651 -0.84601  -0.1682
O: 1.30065 0.29004 -2.08347  0.1348
C: 1.68116 1.43267 0.15684  -0.1481
F: 1.00352 1.34996 1.42947  0.0868
F: 3.05023 1.02670 0.39192  0.0741
C: 1.54984 2.96035 -0.31588  -0.1923
F: 1.56569 3.15883 -1.71990  0.0875
F: 0.31803 3.49208 0.18660  0.0997
C: 2.71384 3.92529 0.29124  -0.1887
F: 4.00410 3.65345 -0.27101  0.0767
F: 2.36028 5.25292 -0.14909  0.0848
C: 2.73692 3.98416 1.89473  -0.2776
O: 2.02830 4.82464 2.50779  0.1307
O: 3.56935 3.15470 2.72342  0.0893
H: 5.35892 -2.97932 -0.94277  0.0822
H: 4.25093 -4.29896 -0.29064  0.0946
H: 5.73400 -3.79085 0.69277  0.0838
H: 3.84945 -1.39478 0.10526  0.1153
H: 4.61604 -1.97406 1.74365  0.1386
H: 2.66694 -1.59056 3.47808  0.1398
H: -0.15862 -1.32074 3.98952  0.0930
H: -1.82114 -1.35453 3.12749  0.0746
H: -1.69338 -1.81520 4.90493  0.0906
H: 4.04162 2.53753 2.10872  0.1104
F: -2.73415 0.75620 2.13277  0.0337
C: -3.78875 1.00900 2.92561  -0.2979
C: -4.92987 1.58776 2.39465  -0.0157
C: -6.01766 1.83569 3.22710  -0.0689
C: -5.94435 1.50915 4.58076  -0.0809
C: -4.78849 0.93086 5.09899  -0.0676
C: -3.70800 0.67663 4.26129  -0.0267
H: -4.96393 1.84060 1.34105  0.1152
H: -6.92011 2.28185 2.82308  0.1107
H: -6.79101 1.70560 5.23078  0.1080
H: -4.72993 0.67905 6.15268  0.1110
H: -2.80131 0.22031 4.63992  0.0931
F: 3.94891 3.24948 -7.95010  0.0697
C: 2.89133 3.49611 -7.16459  -0.2860
C: 1.75260 4.06516 -7.71419  -0.0113
C: 0.65304 4.31649 -6.89979  -0.0795
C: 0.70863 4.00579 -5.54270  -0.1004
C: 1.85921 3.43920 -5.00073  -0.0875
C: 2.95510 3.17750 -5.81690  -0.0149
H: 1.73089 4.30767 -8.77029  0.1201
H: -0.24566 4.75442 -7.32113  0.1069
H: -0.14843 4.20648 -4.90694  0.0974
H: 1.90225 3.20163 -3.94283  0.0761
H: 3.85564 2.72883 -5.41395  0.1161

The net charge is +1. The calculation puts the energy above the lowest of the compared OMol25 structures with the same formula, charge and spin at 194.6 kcal per mole. The value obtained for the total energy is -4305.136466 Ha. Its max |F| is 6.26 eV Å⁻¹.

=====

max |F| of number 3 (C28H20BCl2F15IN2O5)? 6.26 eV Å⁻¹